1.
The following is a DFT calculation (ωB97M-V with the def2-TZVPD basis set) of C4H10N2O in the gas phase in a non-equilibrium geometry.

Atoms and positions in Å:
C 1.75 0.18 0.61
C 0.33 -0.10 1.14
N -0.03 0.36 2.51
C -0.82 0.41 0.20
C -0.48 -0.07 -1.23
N -0.75 -1.36 -1.64
O -0.04 0.78 -1.97
H 1.72 0.78 -0.29
H 2.32 0.73 1.35
H 2.23 -0.78 0.37
H 0.10 -1.17 1.02
H -1.05 0.39 2.46
H 0.19 -0.30 3.31
H -0.61 1.48 0.17
H -1.84 0.18 0.52
H -0.48 -1.44 -2.62
H -1.69 -1.71 -1.40

Properties
structure (SMILES): C[C@@H](N)CC(N)=O
electronic energy: -9337.6581 eV
E_HOMO: -9.44 eV
largest force on an atom: 0.0462 hartree/bohr
energy relative to the best compared isomer or geometry (same formula, charge and spin): 30.7 kcal/mol
Kohn-Sham gap: 10.202 eV

2.
The following is a DFT calculation (ωB97M-V with the def2-TZVPD basis set) of C4H10N2O in the gas phase in a non-equilibrium geometry.

Atoms and positions in Å:
C -2.21 1.02 -0.83
C -1.34 0.18 0.07
C -0.09 -0.29 -0.69
O -0.15 -0.90 -1.72
N 1.09 0.31 -0.27
C 1.49 0.40 1.13
N 1.16 -0.82 1.86
H -2.24 0.62 -1.84
H -3.23 1.13 -0.47
H -1.91 2.07 -0.95
H -0.97 0.66 0.98
H -1.91 -0.67 0.43
H 1.89 0.34 -0.88
H 2.56 0.58 1.08
H 0.95 1.19 1.65
H 1.54 -0.77 2.80
H 1.60 -1.64 1.48

Properties
structure (SMILES): CCC(=O)NCN
electronic energy: -9337.9077 eV
E_HOMO: -9.58 eV
largest force on an atom: 0.0251 hartree/bohr
energy relative to the best compared isomer or geometry (same formula, charge and spin): 24.9 kcal/mol
Kohn-Sham gap: 10.409 eV

3.
The following is a DFT calculation (ωB97M-V with the def2-TZVPD basis set) of C4H10N2O in the gas phase in a non-equilibrium geometry.

Atoms and positions in Å:
C -1.21 1.82 -0.42
C -0.73 0.51 0.09
N 0.09 0.69 1.40
N -0.98 -0.59 -0.45
C -0.11 -1.70 -0.20
C 1.28 -1.27 -0.78
O 1.59 0.05 -0.44
H -0.35 2.47 -0.61
H -1.74 1.67 -1.36
H -1.87 2.32 0.30
H -0.04 1.59 1.85
H -0.04 -0.07 2.06
H -0.48 -2.59 -0.72
H 0.00 -1.94 0.87
H 1.24 -1.33 -1.87
H 2.04 -1.97 -0.41
H 1.32 0.34 0.67

Properties
structure (SMILES): C/C(N)=N/CCO
electronic energy: -9336.2958 eV
E_HOMO: -9.03 eV
largest force on an atom: 0.0698 hartree/bohr
energy relative to the best compared isomer or geometry (same formula, charge and spin): 62.1 kcal/mol
Kohn-Sham gap: 9.808 eV

4.
The following is a DFT calculation (ωB97M-V with the def2-TZVPD basis set) of 2 unconnected molecules or ions with the total composition C4H10N2O in a non-equilibrium geometry.

Atoms and positions in Å:
H 0.48 1.44 -1.50
N 0.06 1.42 -0.56
N -1.12 0.99 -0.67
C -1.86 1.00 0.57
H -1.38 0.37 1.32
H -1.92 2.01 0.97
H -2.86 0.63 0.36
C 0.40 -1.68 -0.56
C 1.27 -0.76 0.23
C 2.14 0.09 -0.31
O 2.92 0.96 0.35
H 0.21 -2.61 -0.02
H 0.83 -1.91 -1.53
H -0.57 -1.20 -0.74
H 1.10 -0.74 1.30
H 2.38 0.08 -1.37
H 2.67 0.98 1.29

Properties
structure (SMILES): [H]/N=N/C.C/C=C/O
electronic energy: -9335.1141 eV
E_HOMO: -8.43 eV
largest force on an atom: 0.0416 hartree/bohr
energy relative to the best compared isomer or geometry (same formula, charge and spin): 89.3 kcal/mol
Kohn-Sham gap: 9.477 eV

5.
The following is a DFT calculation (ωB97M-V with the def2-TZVPD basis set) of 2 unconnected molecules or ions with the total composition C4H10N2O in a non-equilibrium geometry.

Atoms and positions in Å:
C -1.71 -0.62 1.02
C -1.77 -0.48 -0.38
N -0.56 -0.05 -1.04
C 0.27 0.81 -0.26
C 1.47 0.12 0.34
N 2.29 -0.36 -0.77
O -2.75 -0.64 -1.10
H -2.61 -0.89 1.56
H -0.79 -0.79 1.57
H -1.01 1.55 1.19
H -0.84 0.35 -1.93
H 0.58 1.67 -0.85
H -0.55 1.08 0.56
H 2.07 0.83 0.92
H 1.14 -0.70 0.98
H 3.06 -0.93 -0.45
H 1.71 -0.94 -1.37

Properties
electronic energy: -9332.8526 eV
E_HOMO: -8.16 eV
largest force on an atom: 0.0446 hartree/bohr
energy relative to the best compared isomer or geometry (same formula, charge and spin): 141.5 kcal/mol
Kohn-Sham gap: 6.724 eV

6.
The following is a DFT calculation (ωB97M-V with the def2-TZVPD basis set) of C4H10N2O in the gas phase in a non-equilibrium geometry.

Atoms and positions in Å:
H -1.29 0.01 2.22
N -0.97 0.04 1.20
C 0.32 0.33 1.34
N 1.05 0.70 2.45
O 1.10 0.46 0.19
C 0.44 -0.12 -0.99
C -0.27 -1.46 -0.95
C -0.48 0.93 -1.58
H 2.01 0.48 2.51
H 0.40 0.86 3.39
H 1.29 -0.20 -1.72
H -0.33 -1.70 -2.04
H -1.47 -1.35 -0.75
H 0.21 -2.31 -0.31
H 0.12 1.77 -1.62
H -0.84 0.57 -2.54
H -1.27 0.99 -0.79

Properties
structure (SMILES): [H]/N=C(\N)OC(C)C
electronic energy: -9336.4293 eV
E_HOMO: -9.21 eV
largest force on an atom: 0.1004 hartree/bohr
energy relative to the best compared isomer or geometry (same formula, charge and spin): 59.0 kcal/mol
Kohn-Sham gap: 9.992 eV

7.
The following is a DFT calculation (ωB97M-V with the def2-TZVPD basis set) of C4H10N2O in the gas phase.

Atoms and positions in Å:
C 2.26 0.62 -0.19
C 1.12 0.01 -0.44
C -0.20 0.39 0.18
C -1.18 0.83 -0.93
O -0.11 1.47 1.08
N -0.68 -0.75 0.96
N -0.55 -2.01 0.33
H 3.18 0.32 -0.66
H 2.33 1.47 0.48
H 1.07 -0.82 -1.11
H -1.33 0.02 -1.64
H -2.14 1.10 -0.48
H -0.78 1.69 -1.44
H 0.44 1.18 1.81
H -1.63 -0.55 1.29
H -1.34 -2.24 -0.27
H -0.47 -2.72 1.04

Properties
structure (SMILES): C=C[C@](C)(O)NN
electronic energy: -9336.3165 eV
E_HOMO: -9.30 eV
largest force on an atom: 0.0103 hartree/bohr
energy relative to the best compared isomer or geometry (same formula, charge and spin): 61.6 kcal/mol
Kohn-Sham gap: 10.324 eV

8.
The following is a DFT calculation (ωB97M-V with the def2-TZVPD basis set) of C4H10N2O in the gas phase in a non-equilibrium geometry.

Atoms and positions in Å:
C 1.00 -1.22 -1.06
N -0.24 -0.50 -1.07
C -0.80 0.52 -0.23
C 0.10 1.76 -0.14
C -1.03 -0.02 1.22
N 0.05 -0.58 1.85
O -2.15 -0.13 1.65
H 1.74 -0.71 -0.46
H 0.90 -2.24 -0.71
H 1.37 -1.34 -2.08
H -0.80 -0.65 -1.88
H -1.80 0.83 -0.49
H 1.16 1.61 0.08
H -0.32 2.56 0.46
H 0.18 2.17 -1.16
H -0.21 -1.12 2.67
H 0.83 -0.96 1.34

Properties
structure (SMILES): CN[C@H](C)C(N)=O
electronic energy: -9337.5119 eV
E_HOMO: -8.34 eV
largest force on an atom: 0.0670 hartree/bohr
energy relative to the best compared isomer or geometry (same formula, charge and spin): 34.0 kcal/mol
Kohn-Sham gap: 9.200 eV

9.
The following is a DFT calculation (ωB97M-V with the def2-TZVPD basis set) of C4H10N2O in the gas phase in a non-equilibrium geometry.

Atoms and positions in Å:
C -2.21 -1.48 -0.45
N -1.09 -0.97 -1.24
C 0.09 -0.46 -0.52
C -0.14 0.61 0.46
O -1.23 1.05 0.78
N 0.94 1.15 1.16
C 2.29 1.14 0.64
H -1.96 -1.58 0.59
H -2.46 -2.43 -0.90
H -3.08 -0.85 -0.42
H -1.38 -0.16 -1.82
H 0.85 -1.24 -0.30
H 0.78 -0.12 -1.35
H 0.76 1.83 1.88
H 2.27 1.34 -0.45
H 2.85 2.01 1.00
H 2.72 0.17 0.95

Properties
structure (SMILES): CNCC(=O)NC
electronic energy: -9337.0295 eV
E_HOMO: -9.01 eV
largest force on an atom: 0.0703 hartree/bohr
energy relative to the best compared isomer or geometry (same formula, charge and spin): 45.2 kcal/mol
Kohn-Sham gap: 9.843 eV

10.
The following is a DFT calculation (ωB97M-V with the def2-TZVPD basis set) of C4H10N2O in the gas phase in a non-equilibrium geometry.

Atoms and positions in Å:
N -3.05 0.41 -0.20
C -1.77 -0.21 0.26
C -0.53 0.37 -0.14
C 0.69 -0.38 0.35
C 1.98 0.43 0.11
N 3.04 -0.42 -0.34
O 2.21 1.53 0.19
H -3.06 0.31 -1.19
H -3.28 1.49 0.08
H -1.81 -1.51 0.06
H -1.87 -0.18 1.38
H -0.58 0.23 -1.07
H -0.52 1.44 -0.20
H 0.64 -1.33 0.15
H 0.63 -0.47 1.33
H 3.02 -1.44 -0.30
H 4.26 -0.27 -0.46

Properties
structure (SMILES): NCCCC(N)=O
electronic energy: -9334.2218 eV
E_HOMO: -9.36 eV
largest force on an atom: 0.1899 hartree/bohr
energy relative to the best compared isomer or geometry (same formula, charge and spin): 109.9 kcal/mol
Kohn-Sham gap: 10.213 eV

11.
The following is a DFT calculation (ωB97M-V with the def2-TZVPD basis set) of C4H10N2O in the gas phase in a non-equilibrium geometry.

Atoms and positions in Å:
N 0.52 1.96 1.13
C -0.71 1.26 1.67
C -0.59 -0.10 0.79
N -0.06 -0.12 -0.60
C 0.30 -1.52 -0.97
C 0.21 -1.41 -2.65
O -0.09 -2.41 -3.42
H 1.27 2.16 1.86
H 0.41 2.65 0.38
H -1.41 2.08 1.75
H -0.62 0.82 2.82
H -1.62 -0.42 0.67
H 0.05 -0.80 1.41
H 0.85 0.39 -0.57
H 1.37 -1.86 -0.85
H -0.33 -2.32 -0.61
H 0.45 -0.37 -2.81

Properties
structure (SMILES): NCCNCC=O
electronic energy: -9334.3627 eV
E_HOMO: -9.04 eV
largest force on an atom: 0.1316 hartree/bohr
energy relative to the best compared isomer or geometry (same formula, charge and spin): 106.7 kcal/mol
Kohn-Sham gap: 9.924 eV

12.
The following is a DFT calculation (ωB97M-V with the def2-TZVPD basis set) of C4H10N2O in the gas phase in a non-equilibrium geometry.

Atoms and positions in Å:
N 1.76 1.52 -1.29
C 1.49 1.33 0.16
C 0.02 0.82 0.18
N -0.03 -0.70 0.23
C -1.22 -1.22 0.92
C -2.01 -2.09 0.01
O -2.70 -1.57 -0.84
H 2.72 1.82 -1.43
H 1.56 0.75 -1.91
H 1.47 2.28 0.64
H 2.21 0.63 0.58
H -0.39 1.30 -0.70
H -0.34 1.11 1.18
H -0.19 -0.85 -0.78
H -0.92 -1.70 1.92
H -1.74 -0.28 1.19
H -1.68 -3.15 -0.06

Properties
structure (SMILES): NCCNCC=O
electronic energy: -9335.9096 eV
E_HOMO: -9.21 eV
largest force on an atom: 0.0687 hartree/bohr
energy relative to the best compared isomer or geometry (same formula, charge and spin): 71.0 kcal/mol
Kohn-Sham gap: 9.876 eV